# 1
The molecule C5H11N3 in a non-equilibrium geometry. Source: the OMol25 dataset; level of theory: ωB97M-V/def2-TZVPD.

Each atom is followed by the atoms it is bonded to, with distances in Å.
Cartesian coordinates (Å):
1 H 3.466 -0.555 -0.440  N2 1.021
2 N 3.280 0.420 -0.199  H1 1.021, C3 1.263
3 C 2.071 0.688 0.054  N2 1.263, C4 1.606, H10 1.090
4 C 0.782 -0.270 0.053  C3 1.606, C5 1.497, C6 1.327
5 C 1.019 -1.743 0.170  C4 1.497, H11 1.092, H12 1.091, H13 1.089
6 C -0.383 0.336 -0.136  C4 1.327, C7 1.489, N8 1.529
7 C -0.758 1.776 -0.185  C6 1.489, H14 1.091, H15 1.086, H16 1.090
8 N -1.579 -0.601 -0.310  C6 1.529, N9 1.392, H17 1.010
9 N -2.867 -0.408 0.181  N8 1.392, H18 1.016, H19 1.021
10 H 1.895 1.731 0.313  C3 1.090
11 H 0.402 -2.178 0.959  C5 1.092
12 H 0.806 -2.257 -0.769  C5 1.091
13 H 2.061 -1.943 0.414  C5 1.089
14 H -1.058 2.044 -1.200  C7 1.091
15 H 0.047 2.451 0.088  C7 1.086
16 H -1.598 1.989 0.476  C7 1.090
17 H -1.369 -1.587 -0.380  N8 1.010
18 H -3.315 0.378 -0.281  N9 1.016
19 H -2.901 -0.270 1.193  N9 1.021

Values from the calculation:
E: -9831.49764 eV
ΔE to the lowest compared entry with this formula, charge and spin: 55.5 kcal/mol
Orbital gap: 9.18 eV
Max |F|: 4.23 eV Å⁻¹
SMILES: [H]/N=C\C(C)=C(/C)NN

# 2
A cluster of 2 separate species, C5H11NO in total. Source: the OMol25 dataset; level of theory: ωB97M-V/def2-TZVPD.

Each atom is followed by the atoms it is bonded to, with distances in Å.
Cartesian coordinates (Å):
1 C -1.466 -0.681 -2.256  N2 1.448, H8 1.095, H9 1.093, H10 1.090
2 N -0.776 -0.338 -1.030  C1 1.448, C3 1.347, H11 1.007
3 C 0.570 -0.286 -0.984  N2 1.347, O4 1.240, C5 1.433
4 O 1.341 -0.684 -1.870  C3 1.240
5 C 1.392 0.368 -0.010  C3 1.433, C7 1.470
6 C -0.831 1.285 1.948  H12 1.107, H13 1.095, H14 1.093, H15 1.091
7 C 2.152 -0.520 0.881  C5 1.470, H16 1.088, H17 1.086, H18 1.084
8 H -1.822 0.213 -2.778  C1 1.095
9 H -2.315 -1.340 -2.051  C1 1.093
10 H -0.756 -1.200 -2.899  C1 1.090
11 H -1.279 0.157 -0.311  N2 1.007
12 H 0.008 1.500 1.258  C6 1.107
13 H -0.980 0.210 2.095  C6 1.095
14 H -1.743 1.731 1.543  C6 1.093
15 H -0.608 1.743 2.913  C6 1.091
16 H 1.843 -0.265 1.892  C7 1.088
17 H 2.057 -1.597 0.778  C7 1.086
18 H 3.213 -0.297 0.881  C7 1.084

Values from the calculation:
E: -8897.72396 eV
ΔE to the lowest compared entry with this formula, charge and spin: 91.6 kcal/mol
Orbital gap: 8.65 eV
Max |F|: 0.51 eV Å⁻¹

# 3
The molecule C4H6N2. Source: the OMol25 dataset; level of theory: ωB97M-V/def2-TZVPD.

Each atom is followed by the atoms it is bonded to, with distances in Å.
Cartesian coordinates (Å):
1 C 1.534 -0.975 -0.911  C2 1.492, H7 1.094, H8 1.093, H9 1.098
2 C 0.393 -0.283 -0.243  C1 1.492, C3 1.522, N6 1.287
3 C -1.048 -0.717 -0.470  C2 1.522, N4 1.316
4 N -1.648 0.172 0.291  C3 1.316, C5 1.468, H11 1.012
5 C -0.756 1.123 0.967  N4 1.468, N6 1.432, H10 1.096, H12 1.097
6 N 0.553 0.718 0.549  C2 1.287, C5 1.432
7 H 1.365 -2.056 -0.924  C1 1.094
8 H 2.479 -0.748 -0.411  C1 1.093
9 H 1.605 -0.651 -1.958  C1 1.098
10 H -0.863 1.062 2.056  C5 1.096
11 H -2.652 0.204 0.407  N4 1.012
12 H -0.963 2.151 0.647  C5 1.097

Values from the calculation:
E: -7223.46005 eV
ΔE to the lowest compared entry with this formula, charge and spin: 49.1 kcal/mol
Orbital gap: 9.26 eV
Max |F|: 0.66 eV Å⁻¹

Lowest unoccupied orbital energy per entry: 0.032 0.002 0.021 Ha